1.
C18H34AsF6HgO14S4 | wB97M-V/def2-TZVPD

```
78
Properties=species:S:1:pos:R:3:forces:R:3
Hg 0.5603 -3.1053 3.8829 -0.009 0.087 -0.061
O 4.4165 1.7019 3.2373 -1.482 0.229 0.898
C 3.6793 2.1991 4.2580 2.836 -0.487 -0.112
O 3.9076 1.8643 5.4120 0.208 -1.060 1.703
O 2.9146 3.1341 4.1348 -2.041 1.465 -0.784
H 3.7503 1.8757 2.5683 0.219 -0.254 -1.714
O -1.8341 2.9523 4.8976 -0.358 -0.497 -0.898
C -1.5747 1.7786 5.4121 1.065 -0.586 2.207
O -1.3142 1.7644 6.6387 0.081 -0.688 -0.014
O -1.5305 0.7025 4.7727 -0.139 0.662 0.285
H -2.0358 2.5947 4.0299 -0.407 1.095 -1.641
As -0.0059 0.2828 -1.0538 -0.296 0.829 0.175
F 0.9869 -0.6483 -2.2538 -1.240 0.999 1.642
F -1.6039 -0.3768 -1.7062 2.387 0.433 0.434
F -1.0308 1.2245 0.0268 0.550 -0.511 0.015
F 1.4575 1.2082 -0.3895 -1.174 -1.870 -0.288
F -0.0453 1.7070 -2.1343 -0.321 -1.400 -0.064
F 0.0970 -1.0346 0.2091 0.159 1.611 -1.852
C 6.1085 6.3351 -2.1620 1.909 2.883 1.068
C 4.9520 5.4391 -2.0536 -0.782 -1.319 -0.096
C 3.7175 6.1726 -1.5493 -0.696 0.974 -0.289
S 4.2944 7.4486 -0.4339 0.993 0.485 2.125
O 3.9907 7.1514 0.9821 0.495 0.163 -2.087
O 3.8515 8.7610 -0.9327 1.036 -1.567 0.195
C 6.1693 7.0458 -0.7618 -1.323 -0.051 -1.060
H 6.1272 7.0983 -2.9400 -0.942 0.076 -0.225
H 7.0734 5.8751 -2.3748 -0.115 -0.683 0.389
H 5.1561 4.7317 -1.2498 0.248 -0.431 -0.212
H 4.8867 4.8945 -2.9955 -0.826 -0.152 0.168
H 2.9673 5.6132 -0.9904 0.262 -0.338 -0.149
H 3.1912 6.8155 -2.2548 0.036 -0.408 -0.510
H 6.5016 6.2373 -0.1107 -0.297 0.545 0.722
H 6.7393 7.9702 -0.6687 -0.032 -0.200 -0.033
C 8.8217 -1.9967 2.0110 -0.794 -0.191 -1.637
C 8.0545 -1.0173 1.0478 -0.277 -0.246 0.497
C 6.9072 -1.7858 0.3880 -0.350 -0.191 0.843
S 6.2671 -2.9463 1.6596 -0.343 -0.529 -0.227
O 6.3124 -4.2874 1.1018 -0.182 0.509 0.075
O 5.0227 -2.4805 2.2662 1.678 -0.229 -0.373
C 7.7362 -2.8397 2.7357 -0.232 1.686 1.134
H 9.4651 -1.4238 2.6788 -0.043 -0.328 0.055
H 9.4039 -2.5719 1.2911 0.375 -0.488 0.559
H 8.6450 -0.6062 0.2291 0.471 -0.063 0.306
H 7.7062 -0.1736 1.6436 -0.374 0.033 -0.143
H 7.2340 -2.4714 -0.3938 0.127 0.184 -0.053
H 6.1082 -1.1393 0.0250 -0.058 -0.190 0.098
H 7.9438 -3.7616 3.2788 0.338 -0.440 -1.043
H 7.4302 -2.2400 3.5929 -0.378 0.472 -0.065
C -5.7388 -6.6688 -0.6171 -0.833 -0.754 0.906
C -4.7068 -6.0464 -1.5130 -0.329 1.148 -0.701
C -3.4274 -6.7328 -1.2514 1.448 -0.801 1.741
S -3.3416 -6.7947 0.5980 3.259 2.793 -0.325
O -2.7527 -5.4658 1.0299 -1.859 -3.394 -0.562
O -2.6252 -8.0393 0.9214 -1.385 1.278 0.274
C -5.1463 -6.8482 0.8878 -0.195 -1.152 -1.830
H -6.0446 -7.6337 -1.0215 0.026 -0.244 0.359
H -6.6248 -6.0344 -0.6433 -0.058 -0.110 0.400
H -4.8505 -5.0032 -1.2314 1.502 0.394 0.017
H -4.8663 -6.0102 -2.5907 -0.750 -0.513 0.001
H -2.4545 -6.4340 -1.6416 -0.193 1.135 0.331
H -3.3434 -7.7870 -1.5157 -1.070 -0.290 -0.145
H -5.5857 -6.2563 1.6908 0.579 0.554 -0.387
H -5.2804 -7.8873 1.1884 -0.131 -0.051 -0.050
C -8.1317 1.8566 -3.2145 1.043 -0.401 0.165
C -7.8400 1.2843 -1.7509 -0.053 -1.346 -0.625
C -8.8872 0.1753 -1.4096 -0.817 0.860 -1.768
S -9.8111 -0.2095 -3.0756 1.391 2.337 1.593
O -11.2006 -0.3682 -2.7017 0.241 -0.709 -0.751
O -9.0503 -1.0896 -3.9506 -0.907 0.167 0.799
C -9.5240 1.5163 -3.7003 -0.817 -0.778 1.305
H -7.4213 1.4207 -3.9168 0.201 0.060 0.144
H -7.9485 2.9305 -3.1783 -0.164 -0.033 -0.227
H -7.8143 2.0737 -0.9998 -0.513 -0.005 -0.080
H -6.8483 0.8389 -1.6711 0.106 0.135 -0.509
H -9.6451 0.6964 -0.8247 -0.371 -0.672 0.018
H -8.6371 -0.8021 -0.9969 0.473 0.375 0.079
H -10.2192 2.1512 -3.1510 -0.406 -0.201 -0.102
H -9.8120 1.4941 -4.7513 0.620 0.200 -0.038
```
Positions in Å, forces in eV/Å.

Computed properties:
total charge	-1
F_max	4.30	eV/A
E	-172535.835	eV
HOMO level	-6.89	eV

Mulliken atomic charge list, values in e, 6 entries: number 1, Hg, carries 0.143; number 2, O, carries -0.367; number 3, C, carries 0.761; number 4, O, carries -0.389; number 5, O, carries -0.393; number 6, H, carries 0.338

2.
C5H6O2 | wB97M-V/def2-TZVPD

```
13
Properties=species:S:1:pos:R:3:forces:R:3
O 0.8686 -0.1524 2.9393 0.074 0.046 0.020
C 0.2043 -0.4102 0.1187 -0.018 0.109 0.244
C -1.2483 0.1316 -0.1506 -0.518 -0.129 0.142
O -0.8784 1.4445 -0.5303 0.012 0.072 0.062
C 0.4131 0.9001 -0.7199 0.451 0.275 -0.177
C 0.3402 -0.2594 -1.6114 0.173 -0.122 -0.166
C -0.8656 -0.8139 -1.2006 -0.093 -0.247 -0.074
H 1.3158 0.6823 2.7650 -0.030 -0.053 0.089
H 0.7711 -0.5467 2.0540 -0.004 -0.004 0.024
H -2.1101 0.0253 0.4989 0.164 -0.087 -0.129
H 1.2596 1.5742 -0.6550 -0.097 -0.148 -0.073
H 1.1401 -0.7473 -2.1526 -0.151 0.103 0.037
H -1.2105 -1.8281 -1.3556 0.037 0.186 0.001
```
Positions in Å, forces in eV/Å.

Computed properties:
energy relative to the best compared isomer or geometry (same formula, charge and spin)	120.0	kcal/mol
F_max	0.56	eV/A
E	-9371.890	eV
HOMO level	-9.00	eV

natural (NBO) atomic charge list, values in e, 6 entries: number 1, O, carries -0.962; number 2, C, carries -0.250; number 3, C, carries 0.042; number 4, O, carries -0.481; number 5, C, carries 0.037; number 6, C, carries -0.154

3.
C5H11NOS | wB97M-V/def2-TZVPD

```
19
Properties=species:S:1:pos:R:3:forces:R:3
C -1.0666 -1.8153 0.8723 1.777 2.814 3.144
C -1.6258 -0.4069 0.7354 -0.853 1.551 2.563
C -0.3744 -0.7992 0.0200 -0.717 -0.180 -1.130
C -0.4729 -0.8343 -1.5353 3.186 0.572 2.516
C 1.0190 2.3377 0.1331 -0.699 -1.012 0.366
N 1.5415 1.0515 -0.3465 -2.653 -0.402 1.032
O 2.3088 -1.3320 0.0958 -3.345 2.943 2.175
S 1.2238 -0.2890 0.7175 2.765 -2.856 -3.220
H -0.6842 -2.1200 1.8841 -0.049 0.553 -1.184
H -1.6339 -2.5268 0.4772 -1.971 -2.975 -2.071
H -2.6236 -0.2772 0.2196 1.592 -0.092 0.252
H -1.5443 0.2981 1.6755 -0.120 -1.528 -1.908
H -1.4061 -1.2132 -1.8531 -0.782 -0.459 -0.451
H 0.4491 -1.4083 -1.7880 -0.973 0.177 -0.669
H -0.2826 0.2208 -1.7588 -0.357 -0.332 -0.759
H 1.7895 3.0315 0.0434 1.251 1.404 -0.098
H 0.1918 2.6799 -0.4493 -0.612 0.057 -0.582
H 0.6828 2.3395 1.1689 0.096 -0.196 0.242
H 2.5080 1.0633 -0.3117 2.464 -0.040 -0.220
```
Positions in Å, forces in eV/Å.

Computed properties:
energy relative to the best compared isomer or geometry (same formula, charge and spin)	91.6	kcal/mol
F_max	5.12	eV/A
E	-19733.124	eV
HOMO level	-9.13	eV

natural (NBO) atomic charge list, values in e, 6 entries: number 1, C, carries -0.409; number 2, C, carries -0.431; number 3, C, carries -0.257; number 4, C, carries -0.614; number 5, C, carries -0.433; number 6, N, carries -0.773

4.
C4H14N3O | wB97M-V/def2-TZVPD

```
22
Properties=species:S:1:pos:R:3:forces:R:3
C -0.3094 0.5073 1.2368 0.826 0.431 1.568
C 1.0632 0.1426 0.7268 0.568 -0.488 -0.240
C 1.0999 -1.0690 -0.2101 -0.110 0.261 -0.109
N 2.3608 -1.1158 -2.7833 -0.436 -0.338 0.436
C 1.0639 -0.7436 -2.5432 0.402 0.179 -0.423
N 0.4162 -0.7152 -1.4505 -0.028 0.021 0.374
N -1.2917 0.7248 0.1476 -0.971 -0.090 0.511
H -0.2385 1.4010 1.8613 -0.091 0.396 -0.584
H -0.6916 -0.1758 2.0002 -0.278 -0.517 -0.730
H 1.5483 0.9933 0.2419 -0.218 0.064 -0.186
H 1.7235 -0.0813 1.5629 -0.231 0.040 0.352
H 2.1350 -1.3827 -0.3285 0.180 0.074 -0.040
H 0.5976 -1.9079 0.2631 -0.229 -0.187 0.079
H 2.5954 -1.2520 -3.7515 0.091 -0.017 -0.027
H 2.7355 -1.8163 -2.1608 0.273 0.115 -0.150
H 0.5811 -0.3559 -3.4261 -0.303 0.060 -0.247
H -1.6651 -0.1742 -0.1708 0.517 0.146 -0.525
H -0.8741 1.2335 -0.6383 -0.102 -0.415 -0.003
H -2.1054 1.2238 0.5124 0.074 0.319 0.169
H -4.1678 1.4485 2.4585 0.026 0.037 0.003
H -3.3272 1.5977 3.7052 0.190 0.025 -0.066
O -3.2496 1.5173 2.7464 -0.148 -0.115 -0.162
```
Positions in Å, forces in eV/Å.

Computed properties:
total charge	+1
energy relative to the best compared isomer or geometry (same formula, charge and spin)	29.0	kcal/mol
F_max	1.82	eV/A
E	-10886.905	eV
HOMO level	-12.76	eV

natural (NBO) atomic charge list, values in e, 6 entries: number 1, C, carries -0.239; number 2, C, carries -0.428; number 3, C, carries -0.255; number 4, N, carries -0.807; number 5, C, carries 0.319; number 6, N, carries -0.593

5.
C3H4N2O | wB97M-V/def2-TZVPD

```
10
Properties=species:S:1:pos:R:3:forces:R:3
O -0.1972 -2.4079 0.0435 0.115 0.296 0.433
C 0.0079 -1.2334 0.2157 -0.120 -0.462 -0.087
C -0.8129 -0.1384 -0.4758 -0.036 -0.163 -0.065
N 0.0576 1.0044 -0.2806 0.104 0.026 0.045
C 1.0333 0.6126 0.5838 0.017 0.018 -0.029
N 1.0810 -0.6395 0.9087 -0.088 0.139 -0.111
H -0.9027 -0.5271 -1.4913 -0.046 0.604 -0.185
H -1.8134 0.0176 -0.0571 0.217 -0.149 0.039
H -0.2061 1.9700 -0.3990 -0.009 -0.217 0.018
H 1.7524 1.3418 0.9523 -0.153 -0.090 -0.058
```
Positions in Å, forces in eV/Å.

Computed properties:
SMILES	O=C1CNC=N1
energy relative to the best compared isomer or geometry (same formula, charge and spin)	13.3	kcal/mol
F_max	0.63	eV/A
E	-8203.308	eV
HOMO level	-9.71	eV

natural (NBO) atomic charge list, values in e, 6 entries: number 1, O, carries -0.543; number 2, C, carries 0.645; number 3, C, carries -0.358; number 4, N, carries -0.590; number 5, C, carries 0.312; number 6, N, carries -0.543

6.
C17H22ClN5O5S2 | wB97M-V/def2-TZVPD

```
52
Properties=species:S:1:pos:R:3:forces:R:3
C 3.7870 -0.3851 2.5359 0.118 -0.043 -0.150
C 4.6431 -0.4694 1.2789 -0.119 0.247 0.068
H 4.3506 -1.3382 0.6840 0.085 -0.058 0.002
H 5.6920 -0.5895 1.5530 0.055 -0.060 -0.066
C 4.5225 0.7916 0.4206 0.393 -0.234 0.176
N 3.1791 0.9977 -0.0518 -0.413 0.165 -0.095
C 2.4986 0.3065 -1.0054 -0.721 0.162 -0.227
N 1.2816 0.7290 -1.1495 0.266 -0.225 -0.299
N 1.1503 1.7506 -0.2522 0.369 -0.089 0.032
C 2.2951 1.9577 0.4580 -0.120 0.002 -0.067
O 2.5250 2.7638 1.3240 0.218 0.457 0.554
H 0.2761 2.2639 -0.1978 0.004 0.003 0.094
S 3.1845 -1.0073 -1.9205 0.287 -0.305 -0.248
C 1.8596 -1.2229 -3.1484 0.232 0.420 0.141
C 0.4679 -1.3171 -2.5378 0.160 -0.234 -0.144
O -0.4883 -0.8235 -3.0787 -0.226 0.031 -0.185
N 0.4344 -2.0542 -1.3881 0.163 -0.595 0.212
C -0.5639 -2.0145 -0.4259 -0.236 0.154 0.126
C -1.8616 -1.5924 -0.7037 -0.011 -0.080 -0.152
C -2.7683 -1.4465 0.3256 -0.509 0.140 -0.014
C -2.4529 -1.7790 1.6281 -0.106 -0.015 0.090
C -1.1843 -2.2597 1.9122 -0.002 0.058 -0.144
C -0.2477 -2.3531 0.8980 -0.234 0.076 -0.030
Cl 1.3574 -2.8866 1.2771 0.098 -0.054 0.053
H -0.9140 -2.5378 2.9188 0.054 -0.026 0.061
H -3.2005 -1.6675 2.3960 -0.047 -0.018 0.154
S -4.3529 -0.6686 -0.0296 0.021 0.271 0.133
O -4.8165 -1.1008 -1.3105 0.308 0.025 -0.208
O -5.1826 -0.8437 1.1243 0.262 0.016 0.182
N -4.0319 0.9526 -0.1461 -0.373 -0.951 0.010
C -3.5866 1.6480 1.0360 0.405 0.177 0.424
H -3.9060 1.0679 1.9006 0.050 0.193 0.147
C -2.0667 1.8332 1.0142 -0.206 -0.133 0.319
H -1.7417 2.4722 1.8375 -0.035 -0.120 0.011
O -1.6536 2.4875 -0.1696 0.020 0.332 -0.069
C -2.0360 1.7725 -1.3377 -0.197 -0.164 -0.257
H -1.7335 2.3977 -2.1789 -0.017 -0.120 -0.021
C -3.5463 1.5239 -1.3805 0.374 0.131 -0.436
H -3.8038 0.8348 -2.1834 0.051 0.180 -0.150
H -4.0696 2.4744 -1.5381 0.012 -0.100 -0.016
H -1.4846 0.8264 -1.3848 -0.033 0.134 -0.039
H -1.5678 0.8548 1.0924 -0.009 0.120 0.022
H -4.0700 2.6313 1.0620 -0.003 -0.099 0.043
H -2.1565 -1.3659 -1.7146 0.086 0.007 -0.076
H 1.3251 -2.3997 -1.0391 -0.177 0.212 -0.210
H 2.1034 -2.1432 -3.6816 0.008 0.019 0.025
H 1.8771 -0.3849 -3.8445 -0.142 -0.108 0.047
H 5.1924 0.7256 -0.4426 -0.029 0.132 0.076
H 4.7703 1.6769 1.0125 0.027 -0.057 -0.131
H 3.9179 -1.2771 3.1434 -0.054 -0.066 0.094
H 4.0640 0.4841 3.1271 0.001 0.086 0.101
H 2.7329 -0.2965 2.2815 -0.107 0.001 0.038
```
Positions in Å, forces in eV/Å.

Computed properties:
SMILES	CCCn1c(SCC(=O)Nc2cc(S(=O)(=O)N3CCOCC3)ccc2Cl)n[nH]c1=O
energy relative to the best compared isomer or geometry (same formula, charge and spin)	0.0	kcal/mol
F_max	1.02	eV/A
E	-69867.709	eV
HOMO level	-8.62	eV

natural (NBO) atomic charge list, values in e, 6 entries: number 1, C, carries -0.612; number 2, C, carries -0.403; number 3, H, carries 0.200; number 4, H, carries 0.212; number 5, C, carries -0.222; number 6, N, carries -0.435